No. 1
A cluster of 4 separate species, C36H30F3IN3O3 in total. Source: the Open Molecules 2025 dataset; level of theory: ωB97M-V/def2-TZVPD.

Cartesian coordinates (Å):
C -3.1532 3.6120 4.5939
C -2.9243 2.4454 4.3579
C -2.8119 1.1142 3.7616
C -1.5226 0.9834 2.9855
C -0.4764 0.2209 3.4601
C -0.4476 -0.5505 4.7563
O 0.5809 -0.5539 5.3737
O -1.5405 -1.2542 5.1602
C 0.6873 0.1464 2.7428
C 0.8421 0.8232 1.5935
C 2.1456 0.7308 0.8496
C 2.7893 -0.6426 1.0527
O 2.3791 -1.5816 0.4477
I 4.3840 -0.8204 2.4585
N -0.1802 1.5880 1.1428
C 0.0214 2.3238 -0.0913
C 0.3284 3.6664 -0.0663
C 0.5279 4.2397 -1.2981
C 0.4114 3.4725 -2.4316
N 0.0824 2.1820 -2.4793
C -0.1044 1.6562 -1.2746
C -1.3464 1.6647 1.8007
C -2.4567 2.4873 1.2486
C -3.6244 1.6461 0.7481
N -4.5563 2.2092 0.1245
H -3.1855 4.6555 4.7620
H -3.6818 0.8891 3.1577
H -2.8275 0.4099 4.5775
H -1.8100 -0.8866 6.0126
H 1.4849 -0.4500 3.1492
H 2.8067 1.5310 1.1770
H 2.0348 0.8402 -0.2222
H 0.4024 4.2039 0.8648
H 0.7738 5.2831 -1.3830
H 0.6012 3.9481 -3.3829
H -0.3790 0.6051 -1.2374
H -2.8172 3.1790 2.0009
H -2.1482 3.0850 0.3991
H -3.6050 0.5756 0.9679
H -5.2476 1.5091 -0.1428
F -5.8003 -0.3250 -1.2926
C -5.6607 -0.4328 -2.6397
C -6.7948 -0.5487 -3.4153
C -6.6549 -0.6473 -4.7912
C -5.3916 -0.6338 -5.3663
C -4.2656 -0.5191 -4.5645
C -4.3958 -0.4154 -3.1870
H -7.7695 -0.5612 -2.9460
H -7.5338 -0.7330 -5.4149
H -5.2861 -0.7124 -6.4397
H -3.2814 -0.5102 -5.0118
H -3.5290 -0.3196 -2.5449
F 7.6035 0.4991 2.1340
C 8.4668 -0.3230 1.4917
C 9.8064 0.0042 1.4655
C 10.6883 -0.8420 0.8094
C 10.2211 -1.9911 0.1858
C 8.8686 -2.2990 0.2215
C 7.9810 -1.4625 0.8831
H 10.1492 0.9077 1.9520
H 11.7426 -0.6031 0.7853
H 10.9120 -2.6461 -0.3273
H 8.5022 -3.1920 -0.2663
H 6.9242 -1.6894 0.9278
F -3.4141 -4.6610 -3.4497
C -2.4561 -4.0468 -2.7397
C -2.1948 -4.4745 -1.4525
C -1.1989 -3.8403 -0.7247
C -0.4893 -2.7854 -1.2846
C -0.7719 -2.3677 -2.5792
C -1.7574 -3.0055 -3.3177
H -2.7637 -5.2937 -1.0338
H -0.9757 -4.1712 0.2809
H 0.2872 -2.2924 -0.7148
H -0.2197 -1.5463 -3.0196
H -1.9848 -2.7060 -4.3310

For the total energy, the calculation gives -2376.77338 Ha. The HOMO energy is -10.90 eV. For the molar mass, the calculation gives 736.55 g/mol. As for the charge: +1. The LUMO energy comes out at -0.166 Eh. For the frontier orbital gap, the calculation gives 0.23443 Eh. As for the spin multiplicity: 1.

***

No. 2
The ion CH4IN2 with charge +1. Source: the Open Molecules 2025 dataset; level of theory: ωB97M-V/def2-TZVPD.

Cartesian coordinates (Å):
C 0.4708 0.0479 -1.0035
N -1.9259 0.2759 1.0335
N 1.0861 0.1687 -2.0056
I -0.8143 1.6843 0.2329
H 0.4453 -0.7894 -0.2469
H -1.4042 -0.3694 1.7170
H 1.2316 0.8386 -2.7190
H -2.7917 0.5864 1.4937

For the total energy, the calculation gives -447.32995 Ha. As for the energy above the lowest of the compared OMol25 structures with the same formula, charge and spin: 3.457 eV. The HOMO energy is -14.32 eV. For the molar mass, the calculation gives 170.96 g/mol. As for the charge: +1. The LUMO energy comes out at -0.201 Eh. For the frontier orbital gap, the calculation gives 0.32467 Eh. As for the spin multiplicity: 1.

***

No. 3
The molecule C18H15ClFN5OS. Source: the Open Molecules 2025 dataset; level of theory: ωB97M-V/def2-TZVPD.

Cartesian coordinates (Å):
C 0.4106 1.6939 -3.2875
C 1.2034 1.1942 -2.3603
C 1.6503 1.9628 -1.1483
N 1.0356 1.4195 0.0393
C -0.2065 1.7067 0.5215
S -1.2486 2.9107 -0.1792
C -2.6294 2.7852 0.9895
C -3.2490 1.4001 1.1653
O -3.9309 1.1707 2.1332
N -3.0150 0.5404 0.1409
C -3.2399 -0.8270 0.1212
C -4.0321 -1.5099 1.0404
C -4.1817 -2.8820 0.9140
C -3.5446 -3.5345 -0.1275
N -2.7831 -2.8978 -1.0041
C -2.6353 -1.6056 -0.8755
Cl -1.5995 -0.8450 -2.0383
N -0.4991 0.9475 1.5426
N 0.5391 0.1278 1.7413
C 1.4534 0.3929 0.8501
C 2.7479 -0.2702 0.7293
C 3.9401 0.4331 0.8759
C 5.1570 -0.2166 0.7768
C 5.2022 -1.5793 0.5318
C 4.0292 -2.2983 0.3828
C 2.8185 -1.6387 0.4838
F 1.6842 -2.3353 0.3053
H 0.0928 1.1115 -4.1343
H 0.0482 2.7075 -3.2351
H 1.5484 0.1703 -2.4079
H 1.3544 3.0126 -1.2321
H 2.7360 1.8931 -1.0342
H -3.3890 3.4759 0.6182
H -2.2912 3.1250 1.9686
H -2.4256 0.8633 -0.6230
H -4.5028 -0.9620 1.8401
H -4.7865 -3.4307 1.6179
H -3.6305 -4.6005 -0.2799
H 3.9067 1.4911 1.0926
H 6.0725 0.3419 0.8972
H 6.1524 -2.0851 0.4578
H 4.0372 -3.3593 0.1897

For the total energy, the calculation gives -2002.19434 Ha. The HOMO energy is -8.57 eV. For the molar mass, the calculation gives 403.87 g/mol. As for the charge: 0. The LUMO energy comes out at 0.016 Eh. For the frontier orbital gap, the calculation gives 0.33116 Eh. The SMILES is C=CCn1c(SCC(=O)Nc2cccnc2Cl)nnc1-c1ccccc1F. As for the spin multiplicity: 1.

***

No. 4
A cluster of 12 separate species, C26H45N14O3S in total. Source: the Open Molecules 2025 dataset; level of theory: ωB97M-V/def2-TZVPD.

Cartesian coordinates (Å):
C -0.6756 -0.5152 -1.8814
S -0.3315 -1.6800 -0.5677
O 1.0836 -1.7649 -0.4061
O -0.9755 -2.9165 -0.8841
N -1.0474 -1.1429 0.9177
C -0.7878 0.0434 1.4775
N -1.2908 0.3118 2.6902
N 0.0414 0.8996 0.8066
C 1.0366 1.6729 1.6125
C 0.8962 3.1854 1.3609
O 0.9674 3.8773 2.6018
H -0.7238 -1.0814 -2.8061
H 0.1464 0.1966 -1.8811
H -1.5962 0.0387 -1.6972
H -1.6562 -1.8222 1.3604
H -1.5388 1.2864 2.8381
H -2.0623 -0.3022 2.9337
H -0.4605 1.4829 0.1444
H 2.0179 1.3424 1.2709
H 0.9823 1.4481 2.6748
H -0.0590 3.4013 0.8691
H 1.7014 3.5233 0.7120
H 0.1647 4.4083 2.6722
C -3.6911 3.0971 1.6742
C -2.7519 3.8755 2.4747
N -2.0020 4.4819 3.0997
H -3.9916 2.2106 2.2406
H -4.5686 3.6960 1.4379
H -3.2141 2.7906 0.7431
C -2.7965 -3.3887 -4.2401
C -3.1581 -2.0190 -4.5973
N -3.4264 -0.9290 -4.8423
H -3.3150 -4.0969 -4.8762
H -1.7246 -3.5339 -4.3547
H -3.0709 -3.5769 -3.2039
C 4.4095 2.6765 -1.8227
C 3.2074 3.5012 -1.7347
N 2.2712 4.1633 -1.6547
H 5.0079 2.9864 -2.6817
H 5.0051 2.7985 -0.9197
H 4.1308 1.6288 -1.9325
C -0.9773 8.0526 3.1373
C -1.6314 9.3126 2.7983
N -2.1528 10.3014 2.5393
H -1.3817 7.2512 2.5218
H 0.0929 8.1384 2.9664
H -1.1523 7.8161 4.1853
C -4.2938 -7.5505 -6.2051
C -3.2826 -6.9411 -5.3455
N -2.4815 -6.4667 -4.6722
H -4.7958 -8.3539 -5.6695
H -5.0292 -6.8039 -6.4981
H -3.8306 -7.9538 -7.0997
C -5.1145 -1.4117 4.8484
C -4.6811 -0.5359 3.7646
N -4.3749 0.1781 2.9158
H -5.7009 -2.2335 4.4421
H -4.2485 -1.8111 5.3728
H -5.7261 -0.8462 5.5488
C 1.9353 -4.0564 2.0330
C 2.1708 -4.4680 3.4121
N 2.3191 -4.6862 4.5288
H 2.8408 -3.6351 1.6021
H 1.6163 -4.9056 1.4319
H 1.1557 -3.2981 2.0195
C -2.6513 -10.8722 -9.2379
C -3.6745 -9.8317 -9.1905
N -4.4864 -9.0199 -9.1593
H -2.0130 -10.7202 -10.1058
H -2.0436 -10.8339 -8.3360
H -3.1246 -11.8492 -9.3091
C 8.4288 1.4522 -3.1497
C 7.6453 2.6707 -3.3314
N 7.0407 3.6346 -3.4878
H 8.0612 0.6749 -3.8167
H 9.4738 1.6518 -3.3773
H 8.3483 1.1101 -2.1197
C 2.9949 -1.4605 6.2860
C 2.4509 -0.3295 5.5398
N 2.0277 0.5603 4.9490
H 2.6716 -2.3943 5.8270
H 4.0823 -1.4275 6.2784
H 2.6438 -1.4387 7.3155
C 3.3372 7.4194 3.8176
C 2.6826 8.6807 3.4785
N 2.1655 9.6709 3.2123
H 2.9332 6.6148 3.2050
H 4.4071 7.5022 3.6383
H 3.1685 7.1871 4.8672

For the total energy, the calculation gives -2407.83677 Ha. As for the energy above the lowest of the compared OMol25 structures with the same formula, charge and spin: 0.719 eV. The HOMO energy is -12.47 eV. For the molar mass, the calculation gives 633.81 g/mol. As for the charge: +1. The LUMO energy comes out at -0.130 Eh. For the frontier orbital gap, the calculation gives 0.32794 Eh. As for the spin multiplicity: 1.

***

No. 5
A cluster of 2 separate species, CH9N5 in total. Source: the Open Molecules 2025 dataset; level of theory: ωB97M-V/def2-TZVPD.

Cartesian coordinates (Å):
H -3.4420 -0.8203 1.0092
N -2.4684 -0.5867 0.7306
N -2.4566 0.3744 -0.0385
H -1.4130 0.5742 -0.3450
C 1.3286 1.1873 -0.6452
N 0.3798 0.1938 -0.1795
N 0.5400 -1.0458 -0.9710
N 0.5321 0.0113 1.2135
H 1.1519 1.3524 -1.7048
H 2.3661 0.8603 -0.4973
H 1.1497 2.1071 -0.0939
H 1.4662 -1.4789 -0.8852
H -0.1286 -1.7242 -0.6126
H -0.3240 -0.3984 1.5825
H 1.3181 -0.6066 1.4371

For the total energy, the calculation gives -317.14881 Ha. As for the energy above the lowest of the compared OMol25 structures with the same formula, charge and spin: 1.890 eV. The HOMO energy is -8.40 eV. For the molar mass, the calculation gives 91.12 g/mol. As for the charge: 0. The LUMO energy comes out at 0.041 Eh. For the frontier orbital gap, the calculation gives 0.34969 Eh. The SMILES is [H]/N=N/[H].CN(N)N. As for the spin multiplicity: 1.

***

No. 6
A cluster of 2 separate species, C7H16O3 in total. Source: the Open Molecules 2025 dataset; level of theory: ωB97M-V/def2-TZVPD.

Cartesian coordinates (Å):
C 0.1429 1.4888 -2.4408
C -0.5681 0.5313 -1.5447
O -1.6130 -0.0240 -1.6924
C 0.6516 -0.3590 -0.5322
O 1.8677 0.3527 -0.3700
C 0.2154 -1.2062 0.6875
C 0.8970 -2.5793 0.6741
C 0.4947 -0.5071 2.0214
H -0.5845 2.1999 -2.8259
H 0.5885 0.9317 -3.2663
H 0.9236 2.0078 -1.8934
H 0.8153 -1.0805 -1.3489
H 2.5974 -0.2751 -0.3315
H -0.8645 -1.3528 0.5699
H 0.5674 -3.1850 1.5185
H 1.9818 -2.4746 0.7502
H 0.6714 -3.1235 -0.2435
H 1.5537 -0.2697 2.1195
H 0.2015 -1.1515 2.8502
H -0.0651 0.4213 2.1140
C -2.1118 1.7011 0.6346
O -0.8485 1.9091 0.0369
H -2.6294 0.8530 0.1724
H -2.7107 2.5982 0.4737
H -2.0207 1.5207 1.7097
H -0.1537 1.0724 0.1567

For the total energy, the calculation gives -501.94628 Ha. As for the energy above the lowest of the compared OMol25 structures with the same formula, charge and spin: 2.632 eV. The HOMO energy is -9.02 eV. For the molar mass, the calculation gives 148.20 g/mol. As for the charge: 0. The LUMO energy comes out at 0.024 Eh. For the frontier orbital gap, the calculation gives 0.35528 Eh. The SMILES is CC(=O)[C@@H](O)C(C)C.CO. As for the spin multiplicity: 1.